99
Properties=species:S:1:pos:R:3 method="wB97M-V/def2-TZVPD" energy_ha=-3057.5725 smiles="O=S1(=O)CCCC1.O=S1(=O)CCCC1.CCOC(=O)OC.CCOC(=O)OC.CCOC(=O)OC.CNC(C)=O.CNC(C)=O" lumo_ev=0.014 homo_lumo_gap_ev=9.10
O 0.4066 -1.2578 -2.9244
S -0.5957 -2.1148 -3.5201
O -1.5645 -1.5674 -4.4197
C 0.1740 -3.5552 -4.3015
C 0.1874 -4.6197 -3.2431
C -1.1567 -4.5730 -2.5559
C -1.4061 -3.0869 -2.2085
H 1.1015 -3.3365 -4.8166
H -0.6136 -3.7881 -5.0277
H 0.5218 -5.5993 -3.5904
H 0.9664 -4.4166 -2.4907
H -1.1747 -5.0927 -1.5977
H -1.9698 -4.9349 -3.1812
H -1.0907 -2.7586 -1.2267
H -2.4558 -2.8728 -2.4186
O 3.0730 -4.4736 3.2537
S 2.6488 -4.6630 1.8906
O 2.3554 -5.9805 1.4024
C 1.2631 -3.5268 1.5648
C 1.7459 -2.6973 0.3795
C 3.2193 -2.4497 0.6039
C 3.7967 -3.8539 0.7513
H 1.2251 -2.9522 2.4909
H 0.3547 -4.1033 1.4235
H 1.5619 -3.2977 -0.5182
H 1.0800 -1.8356 0.2822
H 3.4195 -1.7954 1.4541
H 3.7134 -1.9709 -0.2462
H 4.8146 -3.9632 1.1082
H 3.6377 -4.3716 -0.1939
C -4.0506 1.2100 -4.1357
C -4.1042 1.5434 -2.6475
O -5.4466 1.3975 -2.1396
C -6.1110 2.5480 -1.9888
O -5.6118 3.6303 -1.8804
O -7.4215 2.2803 -2.0074
C -8.3038 3.3580 -1.6836
H -4.1667 0.1366 -4.2656
H -3.0718 1.5032 -4.5158
H -4.8192 1.7078 -4.7281
H -3.6515 2.4863 -2.3645
H -3.5913 0.7037 -2.1777
H -7.7487 4.2370 -1.3729
H -8.9495 3.0331 -0.8706
H -8.9015 3.5992 -2.5596
C 6.8232 3.4013 -4.0396
C 5.7295 3.6765 -3.0211
O 5.1502 2.4144 -2.6579
C 3.8932 2.4320 -2.2114
O 3.1575 3.3703 -2.2316
O 3.5941 1.2231 -1.7478
C 2.2375 1.0635 -1.3232
H 6.8735 2.3307 -4.2279
H 7.7897 3.8568 -3.8687
H 6.4560 3.7878 -5.0003
H 4.9595 4.3255 -3.4202
H 6.1591 4.1267 -2.1233
H 2.1655 0.1104 -0.8010
H 1.5355 1.0824 -2.1475
H 2.0090 1.8020 -0.5582
C 1.6415 0.5128 2.5072
C 0.9777 1.8694 2.3122
O -0.4444 1.7810 2.4117
C -1.1706 1.3361 1.3955
O -2.3657 1.2922 1.4242
O -0.4329 0.8352 0.3941
C -1.1478 0.5008 -0.8096
H 1.0805 -0.0517 3.2490
H 2.6850 0.6638 2.7709
H 1.5502 0.0000 1.5492
H 1.2534 2.3542 1.3737
H 1.3166 2.5810 3.0669
H -1.5306 -0.5133 -0.8458
H -0.3749 0.6046 -1.5604
H -1.8774 1.2808 -0.9911
C -5.3662 1.4958 2.4779
N -6.1196 0.7880 1.4926
C -7.4808 0.7945 1.4095
C -8.0388 -0.1691 0.3901
O -8.1872 1.4774 2.1339
H -6.0561 2.0388 3.1159
H -4.6282 2.1809 2.0629
H -4.7764 0.7884 3.0675
H -5.6256 0.2158 0.8297
H -7.7373 0.1612 -0.6093
H -9.1217 -0.1769 0.4281
H -7.6178 -1.1649 0.5190
C 7.4242 1.3981 6.4507
N 6.2494 0.7433 5.9087
C 5.1299 0.6755 6.6803
C 3.8761 0.1473 6.0083
O 5.1170 1.0716 7.8385
H 7.6979 0.9091 7.3786
H 7.1878 2.4431 6.6729
H 8.2175 1.3988 5.7100
H 6.1370 0.6533 4.9162
H 3.1558 0.9654 5.9559
H 3.4908 -0.7027 6.5557
H 4.0890 -0.0487 4.9520



87
Properties=species:S:1:pos:R:3 method="wB97M-V/def2-TZVPD" energy_ha=-2632.2759 total_charge=+4 lumo_ev="-9.776 / -14.688" homo_lumo_gap_ev="6.19 / 4.25" multiplicity=5
P -3.0319 0.4875 -2.0918
C -2.8798 2.3136 -1.9203
H -3.3891 2.8392 -2.7376
H -1.8144 2.5826 -1.9186
H -3.3114 2.6078 -0.9555
C -3.5161 0.3581 -3.8646
H -4.1690 -0.5141 -3.9966
H -2.5992 0.1918 -4.4475
H -4.0128 1.2726 -4.2115
C -4.6652 0.2759 -1.2763
H -5.4878 0.4673 -1.9750
H -4.7299 0.9647 -0.4274
H -4.7408 -0.7479 -0.8934
P -1.4115 -2.8045 4.0912
C -0.7181 -1.3253 4.8794
H -0.8565 -1.3642 5.9700
H -1.2189 -0.4382 4.4677
H 0.3539 -1.2732 4.6421
C -3.0815 -2.9945 4.7913
H -3.4869 -3.9778 4.5177
H -3.7304 -2.2154 4.3655
H -3.0452 -2.8897 5.8855
C -0.4077 -4.1645 4.7697
H -0.6464 -4.3217 5.8316
H 0.6526 -3.8950 4.6581
H -0.5972 -5.0867 4.2042
P 2.0618 -1.9869 -2.1808
C 3.4646 -0.8278 -1.8629
H 4.0445 -0.6295 -2.7747
H 4.1168 -1.2519 -1.0870
H 3.0488 0.1190 -1.4844
C 2.8871 -3.5394 -1.6241
H 3.9626 -3.5030 -1.8483
H 2.4282 -4.4136 -2.1028
H 2.7441 -3.6133 -0.5359
C 2.2114 -2.1702 -4.0109
H 3.0228 -2.8580 -4.2835
H 2.3695 -1.1858 -4.4715
H 1.2534 -2.5695 -4.3744
Ru -1.4529 -2.8646 1.2654
C -1.8477 -1.0128 1.5854
O -2.0425 0.1193 1.7922
C 0.3647 -2.3566 1.6328
O 1.4534 -2.0042 1.8569
C -1.1513 -4.9451 0.9077
C -1.0151 -4.2503 -0.3000
C -2.0245 -3.3798 -0.7206
C -3.1820 -3.2295 0.0472
C -3.3176 -3.9182 1.2553
C -2.2936 -4.7674 1.6983
H -0.3480 -5.5823 1.2629
H -0.1194 -4.3563 -0.9001
H -1.9050 -2.7961 -1.6316
H -3.9572 -2.5523 -0.2831
H -4.1933 -3.7569 1.8735
H -2.3808 -5.2621 2.6569
C 0.8250 3.4197 2.1314
C 0.4879 3.6174 0.6454
C 0.3560 5.0910 0.2647
P 1.5751 2.6010 -0.4747
C 1.1210 3.1350 -2.2156
C 2.0536 4.1726 -2.8413
C 0.9855 1.8805 -3.0940
C 3.3450 3.1146 -0.1302
C 3.6073 4.5951 0.1343
C 3.9045 2.2447 1.0072
H 1.7632 3.9096 2.4257
H 0.8825 2.3549 2.3925
H 0.0195 3.8646 2.7316
H -0.4919 3.1325 0.4718
H 1.2889 5.6446 0.4230
H 0.0342 5.2315 -0.7740
H -0.4108 5.5411 0.9097
H 0.1214 3.5900 -2.1066
H 3.0999 3.8392 -2.8536
H 1.7455 4.3354 -3.8835
H 1.9967 5.1446 -2.3349
H 0.3475 1.1199 -2.6225
H 0.5346 2.1486 -4.0601
H 1.9653 1.4256 -3.2974
H 3.8702 2.8387 -1.0620
H 3.2139 4.9241 1.1053
H 4.6978 4.7385 0.1661
H 3.2251 5.2535 -0.6539
H 3.7603 1.1751 0.8075
H 4.9828 2.4290 1.1032
H 3.4308 2.4841 1.9689



107
Properties=species:S:1:pos:R:3 method="wB97M-V/def2-TZVPD" energy_ha=-11772.0630 total_charge=+1 lumo_ev=-3.633 homo_lumo_gap_ev=8.10
C 3.4119 2.9672 0.1762
C 2.1031 2.6877 -0.8197
Cl 1.6605 4.3503 -1.5851
C 0.9154 2.1041 0.1543
N -0.2374 1.4449 -0.5709
C -1.2011 2.4416 -1.1772
N -1.7237 2.1277 -2.5880
N -1.6951 3.5741 -0.5784
H 3.7301 4.0921 0.1006
H 4.2900 2.2636 -0.1618
H 3.0827 2.7915 1.3100
H 2.4695 1.9010 -1.6286
H 1.4145 1.2499 0.8225
H 0.5379 2.9138 0.9459
H -0.8157 0.9369 0.1644
H -1.0308 1.4865 -3.0782
H -2.5553 1.5038 -2.4029
H -2.4576 4.1344 -1.0568
H -1.4242 3.9040 0.3878
Cl 0.2965 -1.3422 0.2168
C 1.0655 -2.7861 0.9226
C 2.3795 -2.4578 1.6142
Cl 3.6459 -1.9757 0.4592
H 1.2034 -3.5216 0.1238
H 0.3568 -3.1995 1.6467
H 2.7512 -3.3404 2.1426
H 2.2591 -1.6503 2.3434
Cl 2.2800 -4.2846 -1.6290
C 2.5341 -3.9430 -3.3591
C 2.3331 -2.4725 -3.6905
Cl 0.6314 -1.9732 -3.5312
H 1.8563 -4.5819 -3.9339
H 3.5611 -4.2402 -3.5923
H 2.6236 -2.2829 -4.7279
H 2.9383 -1.8286 -3.0446
Cl 3.3310 -3.1964 4.5868
C 1.8985 -3.8420 5.4269
C 1.5163 -5.2275 4.9299
Cl 0.8985 -5.1970 3.2603
H 1.0793 -3.1276 5.2982
H 2.1487 -3.8841 6.4913
H 0.7192 -5.6392 5.5557
H 2.3665 -5.9159 4.9653
Cl 4.4965 1.1394 3.0020
C 5.2655 -0.3045 3.7079
C 6.5795 0.0239 4.3995
Cl 7.8459 0.5059 3.2445
H 5.4034 -1.0399 2.9091
H 4.5568 -0.7178 4.4320
H 6.9512 -0.8587 4.9279
H 6.4591 0.8313 5.1286
Cl -1.7453 2.3661 -7.4166
C -1.9604 0.6207 -7.1303
C -1.9172 0.2711 -5.6510
Cl -0.2939 0.4932 -4.9539
H -1.1881 0.0871 -7.6932
H -2.9345 0.3496 -7.5487
H -2.1815 -0.7810 -5.5106
H -2.6212 0.8786 -5.0736
Cl -4.8193 -0.6940 -7.7786
C -6.1819 0.1496 -8.5573
C -6.3334 -0.2322 -10.0214
Cl -4.9909 0.3788 -11.0188
H -6.0282 1.2264 -8.4354
H -7.0839 -0.1298 -8.0043
H -7.2522 0.2030 -10.4251
H -6.3860 -1.3179 -10.1504
Cl -2.0452 0.4026 1.6064
C -3.2815 1.0706 2.7018
C -2.8584 2.4018 3.3030
Cl -1.5059 2.2240 4.4473
H -3.4861 0.3253 3.4769
H -4.1914 1.2024 2.1083
H -3.6915 2.8381 3.8616
H -2.5574 3.1148 2.5289
Cl -7.0422 1.1359 1.5919
C -7.2573 -0.6095 1.8782
C -7.2141 -0.9592 3.3575
Cl -5.5908 -0.7370 4.0546
H -6.4850 -1.1431 1.3153
H -8.2314 -0.8806 1.4598
H -7.4785 -2.0113 3.4979
H -7.9181 -0.3516 3.9349
Cl 4.3448 -2.2779 10.5546
C 3.7350 -1.8921 8.9255
C 2.2213 -1.7490 8.8971
Cl 1.3932 -3.3016 9.1692
H 4.0788 -2.6739 8.2409
H 4.2038 -0.9492 8.6278
H 1.9014 -1.3864 7.9159
H 1.8704 -1.0394 9.6530
Cl 11.7347 4.7068 0.8117
C 10.6488 3.5612 -0.0148
C 10.0763 2.5227 0.9372
Cl 11.3187 1.3904 1.5244
H 11.2072 3.0941 -0.8321
H 9.8384 4.1530 -0.4513
H 9.3196 1.9241 0.4219
H 9.6050 2.9912 1.8070
Cl -6.8452 2.8685 -5.3005
C -8.2777 2.2228 -4.4604
C -8.6599 0.8374 -4.9574
Cl -9.2777 0.8678 -6.6270
H -9.0969 2.9372 -4.5891
H -8.0274 2.1807 -3.3960
H -9.4569 0.4256 -4.3316
H -7.8096 0.1489 -4.9220



87
Properties=species:S:1:pos:R:3 method="wB97M-V/def2-TZVPD" e_above_lowest_kj_mol=0.00 energy_ha=-1412.8434 total_charge=+2 lumo_ev=-7.712 homo_lumo_gap_ev=4.34
O 0.8473 0.5158 0.0400
H 0.3072 0.5666 0.8397
C 2.2795 2.8986 -1.8599
C 2.7718 1.7061 -2.6085
C 3.8189 1.0411 -1.6614
C 4.1364 -0.4239 -1.9608
C 2.8344 -1.2516 -2.0598
C 1.8436 -0.7277 -3.1418
N 1.6710 0.7648 -2.9616
O 0.5083 1.1372 -2.9703
C 0.5738 -1.5047 -2.8014
C 2.4243 -0.9177 -4.5672
C 3.5460 2.1362 -3.9021
H 1.6558 2.6961 -0.9861
H 1.4993 3.3500 -2.4842
H 3.0011 3.6643 -1.5881
H 3.3527 1.0594 -0.6725
H 4.6960 1.6838 -1.6033
H 4.8013 -0.8332 -1.2016
H 4.6713 -0.4535 -2.9137
H 2.4559 -1.1629 -1.0396
H 3.0692 -2.2931 -2.2757
H 0.6759 -2.5723 -2.9969
H -0.2842 -1.2101 -3.4107
H 0.1928 -1.4038 -1.7852
H 3.4168 -0.5284 -4.7818
H 1.7741 -0.5819 -5.3766
H 2.5082 -1.9885 -4.7632
H 4.1767 2.9729 -3.6044
H 3.0456 2.3698 -4.8421
H 4.2709 1.3971 -4.2484
C -0.7698 -6.8599 1.5763
C -1.4557 -5.4918 1.6703
C -1.8772 -5.2722 3.1140
C -2.1671 -3.8379 3.4940
C -0.9656 -2.9749 3.1973
C -0.5619 -2.9679 1.7080
N -0.4149 -4.4304 1.2678
O 0.3477 -4.7128 0.3718
C 0.8808 -2.3793 1.6610
C -1.5644 -2.1795 0.9291
C -2.7454 -5.4612 0.7906
H -1.4259 -7.5811 2.0602
H 0.1733 -6.8281 2.1218
H -0.5756 -7.1646 0.5494
H -1.1528 -5.5350 3.8916
H -2.7134 -5.9045 3.4138
H -2.3498 -3.8130 4.5689
H -3.1177 -3.5594 3.0330
H -0.2065 -3.3446 3.8922
H -1.0682 -1.9466 3.5460
H 1.1634 -2.2808 0.6096
H 1.6858 -2.9996 2.0517
H 0.8972 -1.3374 1.9730
H -2.6289 -2.1234 1.1689
H -1.5335 -2.4234 -0.1350
H -1.4211 -1.0963 0.9570
H -3.3887 -4.6251 1.0626
H -3.3510 -6.3168 1.0910
H -2.5596 -5.5494 -0.2781
C -1.2068 4.9203 -2.2737
C -1.4491 3.8786 -1.1783
C -1.6553 4.5841 0.1454
N -1.9238 3.6909 1.3447
C -3.0089 2.6652 0.9320
C -2.4246 4.5214 2.5222
C -1.1624 5.0636 3.1547
C -0.2688 3.8294 3.0998
C -0.6269 3.0231 1.8529
H -1.9967 5.6721 -2.3296
H -1.3122 4.4360 -3.2455
H -0.2583 5.4552 -2.2382
H -0.6801 3.1051 -1.1643
H -2.4028 3.4036 -1.4167
H -2.4295 5.3496 0.1239
H -0.7001 5.0784 0.3366
H -2.6050 1.9251 0.2473
H -3.8686 3.2767 0.6749
H -3.1016 2.1570 1.8923
H -2.9180 3.8575 3.2317
H -3.1471 5.2636 2.1858
H -1.4741 5.3187 4.1665
H -0.6832 5.8863 2.6289
H -0.4518 3.1478 3.9303
H 0.7291 4.2621 3.1425
H -0.7591 1.9553 2.0007
H 0.1104 3.1637 1.0649



110
Properties=species:S:1:pos:R:3 method="wB97M-V/def2-TZVPD" energy_ha=-2924.8995 smiles="C#CC[C@@]1(CNC)C[C@](NCCCC)([C@H](C)CCC)OC1=O.C[N+](=O)[O-].C[N+](=O)[O-].C[N+](=O)[O-].C[N+](=O)[O-].C[N+](=O)[O-].C[N+](=O)[O-].C[N+](=O)[O-].C[N+](=O)[O-]" lumo_ev=-0.438 homo_lumo_gap_ev=8.24
C 3.5439 -3.3806 -1.4695
C 4.1406 -2.2181 -0.8940
C 4.6069 -1.0645 0.1871
C 3.8978 0.4114 -0.0637
C 4.7181 0.9531 -1.3749
N 4.7887 2.4565 -1.5169
C 3.7572 3.0102 -2.4748
C 2.2299 0.4582 -0.1768
C 1.6269 0.6462 1.3316
N 1.1831 -0.5385 2.1515
C 0.6855 -1.6996 1.3279
C -0.7532 -1.4684 0.5776
C -0.6451 -1.4281 -1.0840
C -2.1001 -1.5066 -1.8400
C 0.3988 1.7101 1.5478
C -0.2365 2.3279 0.1650
C 0.7260 2.9652 2.5496
C 1.2518 4.3354 1.7592
C 2.6387 4.1176 0.9137
O 2.8698 1.0537 2.0692
C 4.1870 1.1335 1.4156
O 5.3552 1.6657 1.8603
H 3.1252 -4.4426 -1.8194
H 5.7901 -0.9226 0.1670
H 4.3562 -1.3532 1.3147
H 5.8280 0.5425 -1.4569
H 4.1198 0.5569 -2.3279
H 4.8103 2.9568 -0.6017
H 4.1314 4.1051 -2.7664
H 2.6851 3.1591 -2.0148
H 3.6774 2.4264 -3.4955
H 1.9627 -0.4771 -0.8240
H 2.1088 1.3340 -0.9717
H 1.9318 -0.9158 2.7749
H 1.4871 -2.1265 0.5530
H 0.5152 -2.5993 2.0947
H -1.4254 -2.4274 0.8095
H -1.3727 -0.5498 0.9535
H 0.0633 -2.3315 -1.4092
H -0.1184 -0.4427 -1.4709
H -2.3837 -2.6152 -2.1280
H -2.9451 -0.9727 -1.2285
H -1.9735 -0.9331 -2.8788
H -0.4849 1.0985 2.0675
H 0.5636 2.8854 -0.5232
H -1.0214 3.1528 0.4697
H -0.6797 1.4686 -0.5042
H -0.3210 3.2844 3.0273
H 1.4072 2.6877 3.4784
H 1.5142 5.1035 2.6347
H 0.3837 4.8642 1.1464
H 2.7741 5.0679 0.2042
H 3.5650 4.1263 1.6526
H 2.6463 3.1887 0.2017
C 1.9544 -5.1179 5.1855
N 1.2729 -4.2137 4.2202
O 1.1271 -3.0329 4.5568
O 0.9038 -4.7150 3.1518
H 2.2228 -4.5460 6.0763
H 1.2557 -5.9183 5.4372
H 2.8479 -5.5100 4.6953
C -3.5691 5.6641 1.8996
N -2.6066 5.8783 0.7854
O -3.0549 5.8350 -0.3661
O -1.4281 6.0838 1.0983
H -4.5632 5.4960 1.4802
H -3.2343 4.7893 2.4608
H -3.5593 6.5622 2.5207
C 5.3763 1.6132 -6.5334
N 4.8334 2.9982 -6.5059
O 5.3387 3.8197 -7.2795
O 3.9152 3.2214 -5.7083
H 6.1744 1.5613 -7.2770
H 5.7629 1.3908 -5.5367
H 4.5564 0.9431 -6.8002
C -8.0832 4.3917 2.7371
N -6.6726 4.4069 3.2101
O -6.3665 5.2607 4.0504
O -5.9125 3.5611 2.7243
H -8.6348 5.1852 3.2456
H -8.0710 4.5607 1.6584
H -8.5021 3.4133 2.9812
C -1.9953 -6.7068 -3.1166
N -2.5382 -5.3218 -3.0891
O -2.0329 -4.5003 -3.8627
O -3.4564 -5.0986 -2.2915
H -1.1972 -6.7587 -3.8602
H -1.6087 -6.9292 -2.1199
H -2.8152 -7.3769 -3.3834
C 7.1187 4.7124 0.4069
N 7.6773 5.9854 -0.1234
O 7.1917 7.0387 0.3051
O 8.5877 5.8912 -0.9550
H 6.3298 4.9450 1.1254
H 6.7167 4.1512 -0.4390
H 7.9342 4.1713 0.8913
C -6.0204 -7.1244 -1.2735
N -6.2773 -7.9389 -2.4918
O -5.3182 -8.1529 -3.2423
O -7.4347 -8.3404 -2.6603
H -4.9660 -6.8410 -1.2539
H -6.6568 -6.2389 -1.3287
H -6.2704 -7.7400 -0.4069
C -9.4365 -5.3568 1.7904
N -8.0665 -5.6037 1.2652
O -7.4747 -6.6080 1.6776
O -7.6240 -4.7823 0.4537
H -9.6954 -6.1539 2.4905
H -9.4266 -4.3886 2.2950
H -10.1203 -5.3542 0.9390